(1)
Density functional theory data (the ωB97M-V functional and the def2-TZVPD basis) for a structure of composition C45H36Br4NO5P3V.

Geometry as XYZ:
```
95
Properties=species:S:1:pos:R:3:lowdin_spin:R:1
V -0.486 -0.490 -0.161 1.834
Br -5.418 2.557 3.472 0.000
C -3.767 1.803 2.942 -0.001
C -2.788 1.517 3.881 0.002
Br -3.069 1.890 5.714 0.001
C -1.588 0.919 3.464 -0.001
Br -0.185 0.545 4.677 0.000
C -1.360 0.615 2.135 0.007
O -0.289 -0.017 1.682 0.009
C -2.310 1.031 1.151 0.004
O -1.955 0.888 -0.101 0.019
C -3.525 1.548 1.586 0.002
Br -4.827 1.871 0.251 0.001
N 2.711 -1.887 0.292 0.003
P 3.096 -0.196 0.119 0.008
C 4.769 -0.255 0.880 0.002
C 5.901 -0.767 0.248 0.001
C 7.118 -0.796 0.912 0.000
C 7.217 -0.320 2.214 0.000
C 6.094 0.184 2.854 0.000
C 4.878 0.220 2.187 0.000
C 3.529 -0.101 -1.659 0.000
C 4.092 1.086 -2.131 0.000
C 4.304 1.275 -3.487 0.000
C 3.942 0.285 -4.392 0.000
C 3.376 -0.894 -3.930 0.000
C 3.169 -1.086 -2.571 0.000
P 1.038 -2.278 0.315 0.037
C 1.078 -3.906 -0.519 0.003
C 1.823 -4.961 0.004 0.000
C 1.890 -6.168 -0.671 0.000
C 1.204 -6.334 -1.869 0.000
C 0.455 -5.291 -2.390 0.000
C 0.393 -4.077 -1.716 0.001
C 0.714 -2.822 2.029 0.003
C 1.571 -2.547 3.086 0.000
C 1.256 -2.966 4.372 0.000
C 0.071 -3.640 4.612 -0.001
C -0.803 -3.896 3.562 0.000
C -0.484 -3.492 2.277 0.000
H 3.286 -2.357 0.982 0.000
H 5.825 -1.139 -0.766 0.000
H 7.993 -1.194 0.413 0.000
H 8.171 -0.334 2.725 0.000
H 6.166 0.554 3.869 0.000
H 3.997 0.625 2.675 0.000
H 4.359 1.872 -1.433 0.000
H 4.739 2.202 -3.839 0.000
H 4.089 0.437 -5.453 0.000
H 3.081 -1.664 -4.632 0.000
H 2.723 -2.008 -2.219 0.000
H 2.342 -4.841 0.948 0.000
H 2.472 -6.984 -0.260 0.000
H 1.251 -7.282 -2.392 0.000
H -0.085 -5.424 -3.319 0.000
H -0.196 -3.254 -2.106 0.001
H 2.476 -1.972 2.925 0.000
H 1.927 -2.736 5.190 0.000
H -0.185 -3.947 5.619 0.000
H -1.742 -4.401 3.750 0.000
H -1.172 -3.668 1.458 0.000
O -1.124 1.020 -3.442 0.002
C -0.413 1.130 -2.471 0.008
O 0.071 0.109 -1.787 0.030
C 0.107 2.497 -2.018 0.001
P 0.386 2.644 -0.187 0.001
C 1.714 3.945 -0.241 0.000
C 2.977 3.632 0.251 0.000
C 4.018 4.553 0.205 0.000
C 3.802 5.813 -0.331 0.000
C 2.541 6.145 -0.815 0.000
C 1.508 5.222 -0.767 0.000
C -0.960 3.734 0.422 0.000
C -0.873 4.102 1.766 0.000
C -1.870 4.852 2.365 0.000
C -2.974 5.254 1.622 0.000
C -3.071 4.891 0.289 0.000
C -2.076 4.124 -0.307 0.000
H -0.524 3.280 -2.432 0.000
H 1.100 2.596 -2.467 0.000
H 3.141 2.653 0.687 0.000
H 4.993 4.283 0.595 0.000
H 4.606 6.537 -0.366 0.000
H 2.363 7.132 -1.225 0.000
H 0.527 5.497 -1.137 0.000
H -0.022 3.770 2.353 0.000
H -1.799 5.103 3.417 0.000
H -3.770 5.819 2.091 0.000
H -3.943 5.175 -0.286 0.000
H -2.206 3.789 -1.328 0.000
C -2.889 -1.801 -0.974 0.010
O -1.641 -1.871 -0.321 0.016
H -2.756 -1.843 -2.061 0.000
H -3.420 -0.875 -0.742 0.001
H -3.517 -2.646 -0.668 -0.001
```

Computed properties:
- Kohn-Sham gap (alpha / beta): 6.73 / 6.83 eV
- 2S+1: 3
- Total charge: -1

(2)
Density functional theory data (the ωB97M-V functional and the def2-TZVPD basis) for a structure of composition C45H36CoF3N9O3S2Sb.

Geometry as XYZ:
```
100
Properties=species:S:1:pos:R:3:lowdin_spin:R:1
Co 0.354 -1.571 1.196 0.995
N 3.302 -2.613 1.735 -0.001
C 3.041 -1.516 2.463 -0.002
N 4.002 -1.041 3.240 -0.001
C 3.689 0.044 3.945 0.000
N 4.605 0.525 4.787 0.000
N 2.518 0.716 3.860 0.000
C 1.631 0.167 3.076 -0.001
N 1.796 -0.982 2.393 -0.014
C 0.298 0.822 2.944 0.002
C -0.064 1.904 3.724 -0.001
C -1.363 2.380 3.625 0.003
C -2.248 1.747 2.770 -0.001
C -1.784 0.693 2.003 0.002
N -0.531 0.251 2.072 -0.006
H 4.265 -2.901 1.690 0.000
H 2.702 -2.811 0.952 -0.001
H 5.489 0.054 4.868 0.000
H 4.405 1.346 5.327 0.000
H 0.666 2.339 4.392 0.000
H -1.684 3.227 4.217 0.000
H -3.276 2.069 2.683 0.000
H -2.434 0.180 1.304 0.000
N -2.430 -4.123 2.742 0.009
C -2.228 -4.463 4.109 0.000
C -2.826 -5.586 4.648 0.001
C -2.600 -5.912 5.979 0.000
C -1.765 -5.126 6.758 0.001
C -1.167 -3.997 6.211 0.000
C -1.414 -3.661 4.891 0.001
S -0.791 -2.157 4.210 0.001
N -0.677 -2.597 2.551 0.002
C -1.565 -3.373 2.040 0.010
C -1.602 -3.409 0.546 -0.002
C -2.186 -4.407 -0.193 0.000
C -2.098 -4.355 -1.583 -0.001
C -1.466 -3.281 -2.167 0.000
C -0.886 -2.315 -1.352 -0.002
N -0.934 -2.387 -0.021 -0.010
H -3.077 -4.691 2.222 0.000
H -3.467 -6.206 4.031 0.000
H -3.074 -6.787 6.403 0.000
H -1.576 -5.390 7.790 0.000
H -0.522 -3.364 6.810 0.000
H -2.662 -5.249 0.291 0.000
H -2.515 -5.150 -2.188 0.000
H -1.405 -3.179 -3.241 0.000
H -0.381 -1.452 -1.775 0.000
C 6.937 -0.880 -4.125 0.000
C 5.696 -0.657 -3.301 0.000
C 5.407 0.589 -2.760 0.000
C 4.250 0.799 -2.021 0.000
C 3.381 -0.258 -1.815 0.000
C 3.646 -1.517 -2.349 0.000
C 4.803 -1.708 -3.081 0.000
S 1.862 0.048 -0.986 0.003
O 2.034 1.142 -0.069 0.000
O 0.851 0.241 -2.024 0.001
O 1.586 -1.241 -0.263 0.009
H 7.507 0.040 -4.243 0.000
H 6.677 -1.258 -5.115 0.000
H 7.584 -1.623 -3.654 0.000
H 6.091 1.413 -2.922 0.000
H 4.012 1.773 -1.609 0.000
H 2.942 -2.325 -2.196 0.000
H 5.018 -2.684 -3.500 0.000
F -5.960 5.897 0.164 0.000
C -4.921 5.106 -0.169 0.000
C -3.715 5.287 0.474 0.000
C -2.659 4.445 0.148 0.000
C -2.786 3.448 -0.824 0.000
C -4.031 3.302 -1.446 0.000
C -5.101 4.133 -1.128 0.000
Sb -1.142 2.045 -1.189 0.000
C -2.098 1.193 -2.908 0.000
C -2.856 0.039 -2.726 0.000
C -3.560 -0.542 -3.776 0.000
C -3.506 0.068 -5.012 0.000
F -4.189 -0.482 -6.033 0.000
C -2.785 1.223 -5.233 0.000
C -2.073 1.776 -4.175 0.000
C 0.184 3.415 -2.157 0.000
C 0.890 3.054 -3.304 0.000
C 1.781 3.938 -3.900 0.000
C 1.979 5.170 -3.315 0.000
F 2.862 6.020 -3.873 0.000
C 1.321 5.553 -2.165 0.000
C 0.424 4.664 -1.588 0.000
H -3.618 6.068 1.219 0.000
H -1.720 4.572 0.679 0.000
H -4.176 2.540 -2.202 0.000
H -6.063 4.031 -1.616 0.000
H -2.913 -0.417 -1.741 0.000
H -4.141 -1.447 -3.650 0.000
H -2.790 1.681 -6.213 0.000
H -1.507 2.683 -4.344 0.000
H 0.763 2.066 -3.727 0.000
H 2.321 3.681 -4.803 0.000
H 1.519 6.525 -1.732 0.000
H -0.083 4.957 -0.678 0.000
```

Computed properties:
- Kohn-Sham gap (alpha / beta): 6.20 / 6.15 eV
- 2S+1: 2
- Total charge: +1

(3)
Density functional theory data (the ωB97M-V functional and the def2-TZVPD basis) for a structure of composition C45H37BrN11NaO3S2.

Geometry as XYZ:
```
100
Properties=species:S:1:pos:R:3:lowdin_charge:R:1
Na -1.438 1.194 0.658 0.239
S 0.796 5.727 6.916 0.997
N 0.252 4.229 6.822 -0.237
C 0.019 3.952 5.553 -0.300
C -0.539 2.730 5.087 -0.104
C -0.847 1.670 5.897 0.014
C -1.333 0.512 5.257 -0.025
C -1.567 0.528 3.910 -0.127
N -1.317 1.530 3.099 0.136
C -0.828 2.642 3.673 -0.102
C -0.500 3.770 2.788 -0.134
N -0.763 3.586 1.478 0.122
C -0.280 4.457 0.609 -0.167
C 0.402 5.598 0.987 -0.033
C 0.647 5.812 2.348 0.022
C 0.173 4.891 3.269 -0.111
C 0.349 5.058 4.678 -0.307
N 0.767 6.128 5.318 -0.200
H -0.564 1.686 6.943 0.119
H -1.603 -0.341 5.873 0.111
H -2.053 -0.374 3.491 0.112
H -0.364 4.153 -0.412 0.096
H 0.823 6.226 0.219 0.106
H 1.218 6.663 2.742 0.126
Br 0.233 -3.865 -5.832 0.722
C -0.224 -4.414 -4.069 -0.700
C 0.633 -5.294 -3.355 -0.113
C 0.163 -5.787 -2.172 -0.048
C -1.130 -5.429 -1.702 -0.263
C -1.944 -4.560 -2.454 -0.018
C -1.465 -4.021 -3.646 -0.164
N -1.730 -6.194 -0.626 0.052
N -2.464 -5.709 0.283 0.061
C -2.470 -4.358 0.613 -0.303
C -3.689 -3.821 0.943 -0.066
C -3.967 -2.511 1.268 -0.017
C -2.915 -1.552 1.288 -0.400
O -3.132 -0.341 1.463 -0.069
C -1.558 -2.140 1.090 -0.116
N -0.512 -1.262 1.189 0.111
C 0.732 -1.686 1.109 -0.143
C 1.057 -3.040 0.860 -0.056
C 0.035 -3.949 0.650 -0.003
C -1.332 -3.527 0.782 -0.092
H 1.586 -5.477 -3.863 0.104
H 0.780 -6.473 -1.631 0.107
H -2.931 -4.206 -2.101 0.126
H -2.099 -3.386 -4.300 0.108
H -4.505 -4.549 0.875 0.116
H -5.007 -2.376 1.523 0.100
H 1.531 -0.966 1.217 0.074
H 2.085 -3.374 0.837 0.092
H 0.257 -5.009 0.399 0.107
O 2.854 0.218 -6.598 0.117
C 2.841 -0.359 -5.350 -0.465
O 3.643 -1.187 -5.009 0.106
C 1.851 0.156 -4.379 -0.155
C 1.379 1.479 -4.287 -0.034
C 0.364 1.721 -3.432 -0.041
C -0.235 0.706 -2.671 -0.251
C 0.251 -0.593 -2.713 0.009
C 1.292 -0.848 -3.565 -0.031
N -1.350 1.021 -1.846 0.133
C -2.403 1.423 -2.414 -0.060
C -3.582 1.793 -1.623 -0.253
C -4.851 1.682 -2.147 -0.013
C -5.960 1.791 -1.301 -0.051
C -5.791 2.055 0.042 -0.033
C -4.490 2.342 0.436 -0.096
N -3.414 2.141 -0.338 0.108
H 2.132 0.860 -6.616 0.100
H 1.971 2.308 -4.738 0.144
H 0.031 2.762 -3.248 0.132
H -0.239 -1.315 -2.023 0.138
H 1.693 -1.861 -3.633 0.120
H -2.584 1.473 -3.469 0.133
H -5.019 1.501 -3.189 0.108
H -6.954 1.703 -1.725 0.110
H -6.644 2.081 0.741 0.122
H -4.290 2.710 1.404 0.104
C 4.217 -1.880 -1.151 -0.071
C 4.286 -0.553 -1.832 -0.262
N 3.319 0.384 -1.354 0.006
C 3.381 1.088 -0.150 -0.871
S 2.210 2.189 0.189 0.678
N 4.411 0.840 0.629 0.004
C 4.452 1.154 2.061 -0.244
C 3.799 0.052 2.892 -0.072
H 4.759 -2.586 -1.760 0.082
H 3.216 -2.215 -1.176 0.049
H 4.572 -1.846 -0.117 0.070
H 4.153 -0.676 -2.895 0.085
H 5.329 -0.116 -1.751 0.138
H 2.562 0.610 -1.980 0.071
H 5.079 0.165 0.354 0.104
H 3.951 2.093 2.178 0.066
H 5.492 1.305 2.338 0.112
H 2.747 0.170 2.771 0.039
H 4.033 0.261 3.977 0.097
H 4.068 -0.952 2.626 0.063
```

Computed properties:
- Kohn-Sham gap: 5.75 eV

These records have relative energy (zero: lowest compared OMol25 entry of this formula, charge and spin) values of 13.76 24.41 6.32 kcal/mol, in the order they appear.